{
  "formula": "C31H50BF6N11O4S2Ta",
  "method": "ωB97M-V with the def2-TZVPD basis set",
  "species": ["Ta", "C", "C", "C", "C", "N", "N", "B", "N", "N", "C", "C", "C", "C", "C", "C", "C", "C", "N", "N", "C", "C", "C", "C", "C", "C", "C", "C", "C", "C", "C", "C", "H", "H", "H", "H", "H", "H", "H", "H", "H", "H", "H", "H", "H", "H", "H", "H", "H", "H", "H", "H", "H", "H", "H", "H", "H", "H", "H", "H", "H", "H", "H", "H", "H", "H", "H", "H", "H", "H", "H", "H", "F", "C", "F", "F", "S", "O", "O", "N", "S", "O", "O", "C", "F", "F", "F", "C", "C", "C", "C", "N", "C", "N", "N", "N", "H", "H", "H", "H", "H", "H", "H", "H", "H", "H"],
  "coordinates": [[-0.25950, -0.09319, -0.30222], [-3.09583, 3.52950, 2.79959], [-1.86514, 2.73788, 2.54337], [-0.71571, 2.71403, 3.30517], [0.16632, 1.83263, 2.70157], [-0.42370, 1.31868, 1.57172], [-1.68633, 1.90191, 1.51121], [-2.74804, 1.57106, 0.44916], [-3.00298, 0.05517, 0.58097], [-1.92565, -0.79301, 0.74800], [-2.39067, -1.96651, 1.29956], [-3.76340, -1.87021, 1.36508], [-4.11800, -0.58156, 0.93778], [-5.46711, 0.02636, 0.98085], [-1.57216, -3.05585, 1.96610], [-0.09557, -2.66504, 2.12467], [-1.68617, -4.39049, 1.20845], [-2.17027, -3.24249, 3.37593], [-2.14314, 1.95925, -0.90985], [-0.78115, 1.83467, -1.07573], [-0.42981, 2.59806, -2.15681], [-1.57383, 3.17774, -2.66505], [-2.63778, 2.75832, -1.86140], [-4.06997, 3.12183, -1.97242], [0.99544, 2.80540, -2.58798], [1.50754, 1.51708, -3.24672], [1.08637, 3.94166, -3.60883], [1.82003, 3.18115, -1.34321], [1.53214, 1.60104, 3.30838], [2.36133, 0.57556, 2.56029], [1.35372, 1.11816, 4.75658], [2.28748, 2.94261, 3.28639], [-2.96461, 4.10719, 3.71037], [-3.30163, 4.22100, 1.98151], [-3.96877, 2.88761, 2.92165], [-0.55059, 3.28346, 4.20304], [-3.74394, 2.17523, 0.64564], [-4.44695, -2.60995, 1.74542], [-6.21959, -0.74314, 0.82044], [-5.63504, 0.43759, 1.98010], [-5.60222, 0.82724, 0.25856], [0.43390, -2.77867, 1.18375], [0.00700, -1.64247, 2.51269], [0.36810, -3.34027, 2.84291], [-1.32522, -4.30462, 0.18823], [-1.09798, -5.14666, 1.72876], [-2.71943, -4.73596, 1.17636], [-2.21235, -2.29926, 3.92289], [-3.17283, -3.66290, 3.32693], [-1.55159, -3.94017, 3.93959], [-1.64361, 3.84437, -3.50758], [-4.28728, 3.46852, -2.97992], [-4.71804, 2.27842, -1.73897], [-4.31577, 3.93545, -1.28577], [0.97016, 1.32495, -4.17662], [2.56895, 1.61106, -3.47372], [1.37826, 0.65279, -2.59039], [0.55297, 3.69318, -4.52734], [0.68154, 4.87177, -3.20922], [2.13123, 4.11121, -3.86600], [1.65636, 2.48523, -0.51854], [2.88254, 3.18223, -1.58411], [1.54488, 4.18068, -1.00377], [1.83078, -0.37687, 2.50760], [2.59435, 0.95924, 1.56898], [3.29816, 0.41794, 3.09539], [0.87699, 0.13598, 4.78390], [2.33227, 1.03771, 5.23014], [0.75568, 1.80740, 5.34948], [2.37112, 3.32326, 2.26638], [1.79149, 3.69404, 3.89826], [3.29360, 2.80336, 3.68301], [0.28228, -1.53800, -4.53905], [0.47758, -2.26538, -3.48557], [1.60611, -1.84253, -2.88706], [0.56075, -3.52999, -3.74277], [-0.84732, -1.89444, -2.15035], [-0.94429, -0.40275, -2.20512], [0.01900, -2.01532, -0.92042], [-2.14369, -2.66194, -1.77441], [-3.04814, -2.72635, -3.15388], [-2.11815, -2.07116, -4.07881], [-3.65998, -3.95278, -3.44213], [-4.38032, -1.44806, -2.82920], [-3.76404, -0.37957, -2.30201], [-5.22823, -1.92869, -1.93696], [-5.00214, -1.06972, -3.90746], [4.92970, -3.33155, -1.80445], [5.93773, -2.52336, -0.98937], [6.59444, -1.42530, -1.82450], [5.28171, -1.97488, 0.30624], [4.02241, -1.26804, 0.06434], [2.79377, -1.63619, 0.39428], [1.97360, -0.69891, -0.06165], [2.73762, 0.22889, -0.67711], [3.95606, -0.10538, -0.60532], [5.44265, -3.86124, -2.60517], [4.18283, -2.68161, -2.26998], [4.42363, -4.07975, -1.18821], [6.71999, -3.19478, -0.62994], [5.86223, -0.74507, -2.25371], [7.15285, -1.87528, -2.64448], [7.29675, -0.84157, -1.22814], [5.96492, -1.27608, 0.78812], [5.05799, -2.79276, 0.98830], [2.52835, -2.52902, 0.93527]],
  "forces_ev_per_angstrom": [[0.508, 2.466, 3.445], [-0.124, 0.001, -0.123], [0.273, 0.051, 0.260], [-0.153, 0.001, -0.086], [-0.048, 0.018, -0.045], [0.215, -0.451, -0.442], [-0.035, -0.048, -0.149], [0.227, 0.303, 0.383], [-0.471, 0.012, -0.349], [1.237, 0.093, -0.929], [-0.418, -0.383, 0.300], [0.254, 0.128, -0.085], [0.200, -0.297, 0.018], [-0.046, 0.114, 0.006], [0.182, -0.118, -0.097], [-0.353, 0.152, -0.020], [-0.028, 0.163, 0.081], [0.026, 0.057, 0.003], [-0.187, -0.332, -0.036], [0.690, -0.727, 0.033], [-0.055, 0.195, -0.233], [0.016, -0.107, 0.116], [0.178, -0.044, -0.283], [-0.125, 0.042, 0.164], [0.173, -0.153, 0.054], [-0.158, 0.166, -0.031], [-0.128, -0.042, -0.003], [-0.112, 0.056, -0.105], [0.167, -0.091, -0.073], [-0.093, 0.166, 0.088], [-0.032, 0.033, -0.039], [-0.028, -0.040, 0.011], [-0.010, 0.006, 0.004], [0.008, 0.001, 0.010], [0.009, 0.006, 0.020], [0.047, -0.020, -0.003], [-0.091, -0.050, -0.045], [0.021, -0.005, 0.048], [-0.001, -0.001, -0.029], [-0.026, 0.017, -0.019], [0.027, -0.030, -0.027], [0.075, -0.009, -0.115], [0.031, -0.058, 0.023], [0.084, 0.049, 0.011], [0.075, -0.033, -0.124], [-0.013, -0.010, -0.004], [0.001, 0.013, -0.016], [0.016, -0.012, 0.027], [-0.020, 0.024, 0.022], [-0.001, -0.020, -0.015], [0.028, 0.051, 0.047], [0.025, -0.015, -0.013], [0.010, 0.003, -0.023], [0.020, -0.006, 0.005], [-0.019, -0.044, 0.018], [0.028, -0.077, 0.050], [0.089, -0.048, -0.057], [0.019, 0.024, -0.021], [0.031, 0.010, 0.008], [0.002, 0.004, -0.004], [0.056, 0.054, 0.050], [0.009, -0.009, 0.005], [-0.005, -0.018, 0.039], [0.062, -0.029, -0.010], [0.082, -0.061, 0.007], [0.011, -0.040, -0.022], [-0.022, 0.002, 0.040], [0.002, -0.020, 0.000], [0.007, -0.015, 0.008], [0.008, 0.041, 0.013], [-0.007, 0.018, -0.023], [-0.005, -0.015, 0.011], [-0.231, -0.017, 0.039], [1.097, 0.300, -0.493], [-0.378, -0.205, -0.021], [-0.413, -0.201, 0.173], [-1.466, -2.456, -0.944], [-0.247, 1.031, -0.105], [-0.092, -0.212, 0.703], [0.676, -0.194, -0.261], [0.165, 1.033, -1.097], [-0.427, -0.132, -0.118], [-0.106, -0.443, 0.252], [0.057, 0.084, 0.529], [0.136, 0.169, 0.140], [-0.019, -0.108, 0.020], [0.078, -0.387, -0.349], [0.152, -0.059, 0.125], [-0.445, 0.258, 0.035], [0.095, -0.140, 0.136], [0.932, -0.247, -0.380], [-0.672, -0.044, 0.083], [-0.016, -0.122, -0.091], [-1.168, 0.761, -0.229], [-0.008, 0.005, 0.100], [0.266, 0.101, -0.062], [-0.043, 0.000, -0.032], [-0.005, 0.005, -0.005], [-0.032, -0.027, -0.045], [-0.019, -0.012, 0.079], [-0.073, 0.056, -0.046], [-0.014, 0.008, -0.007], [0.004, 0.011, -0.024], [-0.142, 0.043, 0.110], [-0.120, 0.058, 0.059], [0.064, 0.020, 0.000]],
  "total_charge": 3,
  "orbital_gap_ev": 6.0,
  "relative_energy_ev": 2.706,
  "e_lumo_ha": -0.4062
}